## P
{
  "formula": "C22H22N2O4S",
  "method": "wB97M-V/def2-TZVPD",
  "smiles": "CC(C)(C)c1ccc(-c2nnc(SCC(=O)c3ccc4c(c3)OCCO4)o2)cc1",
  "orbital_gap_ev": 8.692,
  "symbols": ["C", "H", "H", "H", "C", "C", "C", "C", "C", "C", "C", "H", "H", "C", "N", "N", "C", "S", "C", "H", "C", "O", "C", "C", "C", "C", "C", "C", "H", "H", "O", "C", "C", "H", "O", "H", "H", "H", "H", "H", "O", "H", "H", "C", "H", "H", "H", "C", "H", "H", "H"],
  "coordinates": [[2.44218, 3.14969, -1.98887], [2.42386, 3.85188, -1.15908], [2.95772, 3.62765, -2.81919], [3.01282, 2.27001, -1.69997], [1.02389, 2.76966, -2.42209], [0.24651, 2.06295, -1.32378], [-1.05095, 1.61268, -1.58170], [-1.80231, 0.97801, -0.61569], [-1.26869, 0.78080, 0.65745], [0.01920, 1.23028, 0.93408], [0.76203, 1.85682, -0.04791], [1.75740, 2.18319, 0.20133], [0.43578, 1.08341, 1.91872], [-2.04314, 0.09145, 1.65760], [-3.22578, -0.43705, 1.51025], [-3.54397, -1.03738, 2.66300], [-2.54834, -0.85610, 3.46997], [-2.41697, -1.38148, 5.12115], [-1.03207, -2.60189, 5.04065], [-0.67497, -2.64472, 6.06940], [0.10585, -2.16311, 4.13926], [1.07607, -1.61426, 4.61125], [-0.03680, -2.40161, 2.68859], [0.93606, -1.83586, 1.86251], [0.83419, -1.90169, 0.48586], [-0.27560, -2.53428, -0.09293], [-1.21911, -3.14457, 0.72907], [-1.10330, -3.08926, 2.10061], [-1.86517, -3.56648, 2.69597], [-2.05433, -3.64068, 0.26228], [-0.46634, -2.57757, -1.43846], [0.37389, -1.70572, -2.16658], [1.79793, -1.76754, -1.61897], [2.46468, -1.10125, -2.16769], [1.82293, -1.33928, -0.27575], [2.17065, -2.79878, -1.68971], [0.33234, -2.03517, -3.20581], [-0.00302, -0.67786, -2.08480], [1.77538, -1.32499, 2.30758], [-1.45715, -3.56027, 4.75000], [-1.56171, -0.12465, 2.90243], [-2.80010, 0.62500, -0.82175], [-1.48881, 1.76051, -2.55742], [1.13165, 1.85533, -3.65117], [0.15365, 1.57571, -4.03236], [1.67469, 0.94633, -3.40030], [1.66962, 2.36728, -4.44585], [0.27157, 4.05456, -2.79841], [-0.71990, 3.83467, -3.18437], [0.16358, 4.69620, -1.92666], [0.82241, 4.59943, -3.56175]]
}

---

## Q
{
  "formula": "C22H22N2O4S",
  "method": "wB97M-V/def2-TZVPD",
  "smiles": "O=C1c2oc3ccccc3c(=O)c2[C@@H](c2cccs2)N1CCCN1CCOCC1",
  "orbital_gap_ev": 8.314,
  "symbols": ["O", "C", "N", "C", "C", "H", "H", "C", "N", "C", "C", "H", "O", "C", "C", "H", "H", "H", "H", "H", "H", "H", "H", "H", "H", "H", "C", "C", "C", "C", "C", "S", "H", "H", "H", "C", "C", "O", "C", "C", "C", "C", "C", "C", "C", "O", "H", "H", "H", "H", "H"],
  "coordinates": [[-2.72499, -0.32956, -2.00649], [-1.66281, -0.83044, -1.71705], [-1.36794, -1.49661, -0.57044], [-2.36027, -1.79028, 0.43367], [-2.17226, -0.99770, 1.72958], [-1.18619, -1.20556, 2.14299], [-2.92038, -1.34212, 2.44443], [-2.29143, 0.51152, 1.50208], [-1.40332, 1.24793, 2.38298], [-1.28903, 2.64416, 1.99838], [-0.25628, 3.32837, 2.89318], [-0.19329, 4.39403, 2.66595], [-0.60520, 3.23312, 4.25341], [-0.74679, 1.88404, 4.62939], [-1.79932, 1.17346, 3.77910], [-1.85926, 0.12805, 4.08270], [-2.78285, 1.64984, 3.94401], [-1.03602, 1.88811, 5.68164], [0.21501, 1.36110, 4.51297], [0.72458, 2.85835, 2.72892], [-0.96279, 2.70050, 0.95772], [-2.25568, 3.17072, 2.09314], [-1.98649, 0.74211, 0.47903], [-3.34155, 0.83199, 1.61469], [-2.32945, -2.86298, 0.65386], [-3.32732, -1.54373, -0.01366], [-0.00104, -1.98684, -0.50690], [0.80915, -1.36228, 0.58929], [1.19245, -0.06112, 0.70324], [1.96279, 0.18049, 1.86051], [2.15300, -0.93749, 2.60465], [1.40116, -2.31364, 1.90650], [2.69731, -1.04549, 3.52163], [2.36594, 1.14296, 2.11859], [0.93294, 0.69885, -0.01156], [0.54126, -1.58116, -1.84736], [-0.40421, -0.88528, -2.52124], [-0.26949, -0.34200, -3.72586], [0.94204, -0.50796, -4.32772], [1.09552, 0.04671, -5.59882], [2.29492, -0.08348, -6.26319], [3.35790, -0.76421, -5.67461], [3.21155, -1.31137, -4.42106], [2.00512, -1.19630, -3.72396], [1.87590, -1.79274, -2.37697], [2.77415, -2.37904, -1.80098], [4.01561, -1.84462, -3.93674], [4.29343, -0.86090, -6.20341], [2.40891, 0.34614, -7.24670], [0.25936, 0.56954, -6.03528], [0.00570, -3.07721, -0.37824]]
}

---

Q wins, 44.6 kJ/mol ahead of the next structure.

---

## P
{
  "formula": "C2H3BrN2S",
  "method": "wB97M-V/def2-TZVPD",
  "orbital_gap_ev": 8.504,
  "symbols": ["C", "C", "N", "N", "S", "Br", "H", "H", "H"],
  "coordinates": [[-0.85178, -0.08445, -1.38326], [0.84722, 0.13217, 0.06732], [0.32600, -0.42797, -1.12632], [0.03209, 1.17377, 0.55681], [-1.43503, 1.24585, -0.33301], [2.76063, 0.19211, -0.21095], [-1.30966, -0.24698, -2.31651], [0.89845, -0.91458, 1.00884], [0.31816, 1.88998, 1.22537]]
}

---

## Q
{
  "formula": "C2H3BrN2S",
  "method": "wB97M-V/def2-TZVPD",
  "orbital_gap_ev": 8.090,
  "symbols": ["C", "C", "N", "N", "S", "Br", "H", "H", "H"],
  "coordinates": [[-0.25889, -0.03188, -1.64885], [0.34029, -0.53629, 1.84839], [-0.54382, 1.04614, -1.05016], [-0.72701, 2.01584, -0.50707], [-0.10484, -1.46623, 0.62409], [1.97876, 0.38910, 1.81394], [-0.85775, -0.52415, -2.48644], [0.55896, -0.53617, -1.36482], [-0.38569, -0.35635, 2.77092]]
}

---

## R
{
  "formula": "C2H3BrN2S",
  "method": "wB97M-V/def2-TZVPD",
  "orbital_gap_ev": 7.854,
  "symbols": ["C", "C", "N", "N", "S", "Br", "H", "H", "H"],
  "coordinates": [[0.33470, -1.27457, -0.70679], [-1.78590, 0.89900, 0.70100], [-0.59343, -0.86647, -0.11176], [-1.53042, -0.39505, 0.50818], [-0.86251, 2.07823, -0.07647], [3.77023, 0.43070, 0.03057], [2.53363, -0.32476, -0.05099], [0.84374, -1.69805, -1.46943], [-2.71003, 1.15097, 1.17568]]
}

---

P wins, 105.8 kJ/mol ahead of the next structure.

---

## P
{
  "formula": "C4H7N5",
  "method": "wB97M-V/def2-TZVPD",
  "orbital_gap_ev": 8.691,
  "symbols": ["C", "C", "C", "C", "N", "N", "N", "N", "N", "H", "H", "H", "H", "H", "H", "H"],
  "coordinates": [[0.23256, -0.85378, 0.19239], [-0.75121, -1.02248, -1.77864], [-1.14087, -0.16819, 0.16741], [1.06901, 1.21242, 1.22438], [-1.65789, -0.35465, -1.10955], [0.94434, 0.55295, -0.05793], [1.15335, 0.90831, -1.14400], [0.27495, -1.55664, -1.00877], [-1.52019, 0.61191, 1.09067], [0.46415, -1.43303, 1.15047], [-0.84673, -1.21034, -2.88162], [0.04352, 0.93429, 1.77523], [1.10957, 2.27467, 1.24626], [1.92732, 0.78795, 1.69625], [1.04965, -1.95802, -1.53409], [-2.35153, 1.27463, 0.97153]]
}

---

## Q
{
  "formula": "C4H7N5",
  "method": "wB97M-V/def2-TZVPD",
  "smiles": "C=C1N=C(N)N=CN1N",
  "orbital_gap_ev": 8.763,
  "symbols": ["N", "C", "C", "N", "N", "C", "C", "N", "N", "H", "H", "H", "H", "H", "H", "H"],
  "coordinates": [[0.00222, -0.79910, -0.20385], [0.61322, 0.93762, 0.92554], [-0.94370, 0.27841, -0.41108], [0.37313, -1.68001, -1.23577], [1.64258, 1.75753, 1.23818], [0.21343, -1.21970, 1.13152], [-2.01614, 0.23385, -1.20053], [-0.41462, 1.36326, 0.25337], [0.56998, -0.29074, 1.91734], [-0.36999, -1.81396, -1.92327], [1.17666, -1.30090, -1.72723], [1.50002, 2.73295, 1.04098], [2.10640, 1.58354, 2.11527], [0.33247, -2.27815, 1.29560], [-2.25198, -0.64687, -1.77078], [-2.53370, 1.14229, -1.44526]]
}

---

Q wins, 79.3 kJ/mol ahead of the next structure.

---

## P
{
  "formula": "C3H9S2",
  "method": "wB97M-V/def2-TZVPD",
  "orbital_gap_ev": 7.007,
  "total_charge": -1,
  "symbols": ["S", "H", "C", "C", "C", "S", "H", "H", "H", "H", "H", "H", "H", "H"],
  "coordinates": [[1.82778, -2.05637, 0.06329], [3.10781, -2.40838, -0.11844], [-1.74186, -0.21021, 0.50295], [-0.78483, 0.40752, -0.51623], [0.38666, 1.12700, 0.15217], [1.90331, 1.15932, -0.87588], [-2.56982, -0.71473, -0.00794], [-2.18063, 0.52077, 1.18454], [-1.20263, -0.95100, 1.09081], [-0.36350, -0.40174, -1.10969], [-1.29457, 1.07434, -1.21997], [0.66887, 0.61655, 1.07139], [0.16426, 2.16160, 0.39675], [2.07916, -0.32469, -0.61376]]
}

---

## Q
{
  "formula": "C3H9S2",
  "method": "wB97M-V/def2-TZVPD",
  "orbital_gap_ev": 5.829,
  "total_charge": -1,
  "symbols": ["C", "S", "H", "H", "H", "C", "C", "S", "H", "H", "H", "H", "H", "H"],
  "coordinates": [[1.86584, -0.58124, -0.51915], [1.98121, 1.01062, -1.35528], [2.08794, -0.46033, 0.53188], [2.51700, -1.28023, -1.04935], [0.85613, -0.96047, -0.63262], [-2.43234, -0.27741, -0.64385], [-2.09557, -0.83712, 0.72351], [-0.70568, -0.10037, 1.67702], [-2.29732, 0.78833, -0.81383], [-1.96976, -0.86195, -1.44957], [-3.49897, -0.47889, -0.86993], [-1.96305, -1.92475, 0.61219], [-2.99759, -0.82780, 1.34518], [0.86610, 1.52671, -0.82670]]
}

---

## R
{
  "formula": "C3H9S2",
  "method": "wB97M-V/def2-TZVPD",
  "orbital_gap_ev": 6.059,
  "total_charge": -1,
  "symbols": ["C", "S", "H", "H", "H", "C", "C", "S", "H", "H", "H", "H", "H", "H"],
  "coordinates": [[-2.14793, -0.91777, 0.84076], [-2.68085, -0.14475, -0.69251], [-1.44894, -1.74328, 0.70286], [-3.00221, -1.26170, 1.42919], [-1.57338, -0.21554, 1.44575], [1.23462, 1.28547, -0.30615], [1.91850, -0.07447, -0.26924], [0.72465, -1.45673, -0.47170], [0.53496, 1.40658, -1.13140], [0.73354, 1.50538, 0.63456], [2.00154, 2.06192, -0.47140], [2.51993, -0.13277, 0.62816], [2.63555, -0.15970, -1.08906], [-1.44997, -0.15264, -1.24984]]
}

---

P wins, 54.5 kJ/mol ahead of the next structure.